Record 1
The following is a quantum chemistry calculation of a molecular structure, C21H41CrF3O16 in a non-equilibrium geometry, from the OMol25 dataset.

E_HOMO (alpha / beta): -6.84 / -7.39 eV
Expectation value of S²: 6.006
LUMO energy (alpha / beta): 0.62 / 0.62 eV
Net charge: 0
Energy relative to the best compared isomer or geometry (same formula, charge and spin): 5.9 kcal per mole
Spin multiplicity: 5
Kohn-Sham gap (alpha / beta): 7.46 / 8.01 eV

Cartesian coordinates (Å):
F  -1.233  -5.000  -0.160
O  -3.686  3.505  0.561
O  -1.933  2.230  1.088
H  0.937  -1.380  4.907
H  2.771  2.915  -1.598
O  1.488  1.893  1.674
C  1.318  -0.513  -3.607
C  -3.652  -1.700  -0.049
H  0.247  -0.666  -3.478
H  1.290  -8.770  -0.831
H  -2.726  1.798  -4.184
C  0.637  -8.683  -1.700
H  -0.764  5.392  -1.597
C  0.296  4.124  2.772
O  -3.671  2.749  2.520
H  1.944  -7.262  -2.457
F  0.671  -4.123  0.600
C  -0.420  -0.824  3.222
H  4.359  1.878  0.863
F  -0.508  -3.220  -1.055
H  -2.326  1.908  3.963
H  -0.969  -0.144  3.873
H  -1.020  -1.731  3.290
H  2.879  4.647  -1.534
O  -0.289  -0.430  1.898
C  -2.104  1.236  -3.488
C  2.263  3.803  -1.223
C  -3.026  2.735  1.341
H  -2.746  -2.251  0.200
O  1.950  -1.321  -2.641
H  -2.321  4.183  -0.975
C  -3.232  3.609  -0.801
H  2.380  3.804  -0.139
H  3.055  -0.835  1.222
H  -3.149  2.708  -1.409
H  1.740  -0.472  3.641
H  0.160  5.208  -0.095
H  -4.000  2.169  4.384
O  3.478  2.760  2.536
C  0.224  5.188  -1.183
O  -3.019  0.349  -2.815
H  -0.079  4.303  1.764
H  -3.905  -1.067  0.802
H  -4.481  -2.408  -0.070
H  1.297  -2.141  3.313
Cr  -0.227  1.078  0.404
O  1.670  -4.847  -2.119
C  0.648  -5.222  -1.531
H  1.745  -2.023  0.968
H  5.299  1.868  2.297
C  0.779  3.845  -1.621
O  -3.600  -1.105  -1.307
C  0.982  -1.233  3.828
H  0.019  5.016  3.334
H  -3.985  4.186  -1.338
O  0.085  2.815  -0.905
C  -3.344  1.830  3.582
C  4.279  1.730  1.940
C  -0.088  -4.377  -0.496
O  1.663  3.810  2.974
O  1.270  -0.116  -0.837
O  0.130  -6.477  -1.761
C  2.169  2.703  2.330
H  -3.528  0.763  3.450
C  -2.596  -0.229  -1.657
C  0.863  -7.400  -2.435
O  2.824  -1.692  -0.777
H  -1.427  0.616  -4.077
C  1.953  -0.993  -1.380
H  0.845  -9.578  -2.286
H  -1.646  1.964  -2.818
H  -0.416  -8.843  -1.467
H  0.710  3.652  -2.691
H  3.832  0.768  2.192
H  1.778  -0.876  -4.526
O  -1.519  -0.020  -1.038
H  0.802  6.059  -1.491
H  -0.301  3.316  3.194
H  3.374  -2.581  1.000
C  2.759  -1.737  0.687
H  1.576  0.540  -3.503
H  0.498  -7.364  -3.462

Electronic structure analysis, Löwdin charges in units of e: F 0.155; O 0.071; O 0.053; H 0.057; H 0.067; O 0.056; C -0.013; C -0.058; H 0.084; H 0.085; H 0.098; C -0.063; H 0.055; C -0.044; O 0.019; H 0.130; F 0.167; C -0.421; H 0.100; F 0.161; H 0.080; H 0.070; H 0.080; H 0.068; O -0.370; C -0.017; C -0.068; C -0.565; H 0.090; O 0.025; H 0.074; C 0.008; H 0.060; H 0.073; H 0.082; H 0.047; H 0.062; H 0.094; O 0.017; C -0.076; O -0.009; H 0.076; H 0.095; H 0.097; H 0.050; Cr 0.799; O 0.141; C -0.276; H 0.067; H 0.099; C -0.544; O 0.001; C -0.080; H 0.099; H 0.100; O -0.356; C -0.022; C -0.008; C -0.491; O 0.004; O 0.058; O 0.007; C -0.500; H 0.096; C -0.432; C -0.277; O 0.058; H 0.086; C -0.629; H 0.079; H 0.080; H 0.084; H 0.113; H 0.076; H 0.104; O 0.039; H 0.071; H 0.087; H 0.101; C 0.020; H 0.105; H 0.138


Record 2
The following is a quantum chemistry calculation of a molecular structure, C39H62CsN8O8PS2 in a non-equilibrium geometry, from the OMol25 dataset.

E_HOMO (alpha / beta): -1.22 / 0.26 eV
LUMO energy (alpha / beta): 2.47 / 2.47 eV
Net charge: -2
Energy relative to the best compared isomer or geometry (same formula, charge and spin): 37.8 kcal per mole
Kohn-Sham gap (alpha / beta): 3.69 / 2.21 eV

Cartesian coordinates (Å):
C  -0.422  0.163  -6.834
H  -4.510  -4.189  0.822
H  0.174  -3.670  6.208
N  -1.123  0.702  -2.601
H  4.133  -6.037  0.933
H  8.001  -0.401  -0.710
C  0.712  0.457  -8.906
H  0.493  2.000  -2.670
H  -0.849  2.481  -0.805
O  -1.420  -2.861  -10.467
H  -2.379  5.042  -0.145
H  1.128  -4.524  -1.514
H  -1.276  2.844  5.817
C  -3.391  -2.563  1.732
C  2.188  0.688  5.030
H  -5.815  3.070  2.352
H  9.038  1.755  -0.010
C  -0.134  1.338  -3.270
O  1.071  -0.201  5.274
H  -1.801  4.500  -1.729
H  3.058  0.192  5.467
H  2.224  2.867  -1.317
O  -0.908  -1.671  1.265
O  -1.240  0.600  4.423
C  7.126  2.645  0.506
H  1.500  0.901  -9.511
C  -3.467  3.377  -0.945
H  -3.501  -1.013  -1.011
C  7.964  1.623  0.024
C  -1.171  3.247  -0.085
H  3.837  -6.848  -0.612
C  -4.173  -3.181  0.572
C  0.626  0.764  -7.567
H  -0.764  -3.683  3.882
H  1.763  1.935  6.734
H  -2.395  -0.888  -5.316
H  -2.755  -0.567  -2.959
H  -3.736  -3.403  -1.569
H  -4.713  0.259  1.945
H  2.366  0.785  3.955
C  -1.074  -0.898  -8.763
C  -1.724  0.742  5.762
N  2.315  -3.312  1.328
O  -0.702  -1.757  4.525
C  3.359  -6.380  0.249
H  -0.400  2.659  2.396
C  3.735  1.455  -0.761
C  6.016  0.250  -0.369
H  5.158  3.283  0.968
S  -2.319  -1.234  1.025
H  2.735  -7.125  0.757
O  -2.961  -2.735  -8.571
C  5.101  1.290  0.065
C  7.372  0.421  -0.381
H  -5.945  3.110  -0.117
C  -2.178  4.162  -0.763
H  3.905  -0.384  -1.910
P  0.014  -0.365  4.032
H  -0.943  0.445  6.465
C  1.561  -5.476  -1.214
H  3.640  -0.210  0.552
H  -5.344  1.456  -0.204
C  -2.131  2.186  5.969
H  -2.573  0.065  5.892
C  3.688  0.896  0.604
C  -4.717  1.229  2.470
H  -2.665  -3.266  2.144
H  -4.964  1.031  3.516
H  -0.279  3.798  0.226
H  1.091  2.523  5.185
N  -1.726  2.580  1.074
N  -0.122  -0.371  -9.538
H  -3.288  2.520  -1.610
H  3.265  3.429  -0.010
C  2.421  -4.219  0.620
H  -2.402  -3.827  -0.493
H  0.767  -6.133  -0.842
H  2.514  0.617  -2.334
H  1.341  1.437  -7.114
N  -1.267  -0.682  -7.486
H  0.983  1.781  -5.000
O  -3.102  -1.078  -10.369
C  -0.002  -2.957  4.179
H  -5.062  -2.581  0.356
C  -3.238  -3.138  -0.636
H  -1.836  -1.503  -1.262
N  -3.947  2.931  0.363
C  -2.986  2.457  1.236
C  0.813  -3.482  5.343
O  0.443  2.813  2.879
H  -2.512  2.335  6.981
H  -2.679  1.471  2.939
Cs  1.142  -0.376  0.625
C  -1.904  -0.063  -3.415
C  -0.645  0.378  -5.440
H  0.633  -2.785  3.303
H  -3.997  -2.168  2.543
N  -3.438  1.891  2.417
H  2.813  2.678  5.517
C  -5.749  2.127  1.806
H  5.606  -0.711  -0.657
H  4.116  1.080  -2.870
C  0.145  1.220  -4.606
H  7.565  3.566  0.879
S  -2.253  -2.008  -9.620
C  -5.289  2.390  0.381
C  1.941  2.039  5.663
C  -2.728  -1.705  -0.670
C  5.770  2.496  0.549
H  1.575  -2.761  5.634
H  2.023  -5.934  -2.089
H  -4.254  3.992  -1.390
C  -1.722  -0.251  -4.757
H  -6.733  1.656  1.803
H  3.857  3.427  -1.686
H  1.305  -4.415  5.064
C  3.567  0.645  -2.029
N  2.582  -5.243  -0.203
H  1.115  2.685  2.200
C  3.258  2.882  -0.950
H  -2.906  2.476  5.260

Atom charges from the Löwdin analysis, given in e for atoms 1 to 99: C -0.253; H 0.109; H 0.074; N -0.018; H 0.093; H 0.085; C -0.182; H 0.068; H 0.081; O -0.409; H 0.114; H 0.098; H 0.073; C -0.289; C -0.285; H 0.117; H 0.070; C -0.232; O -0.314; H 0.116; H 0.113; H 0.060; O -0.907; O -0.335; C -0.137; H 0.087; C -0.150; H 0.088; C -0.146; C -0.218; H 0.088; C -0.234; C -0.040; H 0.107; H 0.073; H 0.098; H 0.060; H 0.121; H 0.090; H 0.091; C -0.400; C -0.288; N 0.143; O -0.307; C -0.052; H -0.013; C -0.545; C -0.052; H 0.093; S 0.901; H 0.089; O -0.408; C -0.371; C -0.139; H 0.119; C -0.152; H 0.066; P 0.857; H 0.107; C -0.034; H -0.068; H 0.125; C -0.067; H 0.113; C -0.284; C -0.213; H 0.085; H 0.117; H 0.108; H 0.044; N 0.069; N 0.071; H 0.125; H 0.062; C -0.290; H 0.114; H 0.090; H 0.053; H 0.077; N 0.135; H 0.083; O -0.406; C -0.321; H 0.110; C -0.215; H 0.072; N -0.049; C -0.382; C -0.075; O -0.103; H 0.073; H 0.092; Cs 1.081; C -0.225; C -0.196; H 0.068; H 0.079; N 0.067; H 0.081